DFT (wB97M-V/def2-TZVPD) results for a 2-piece molecular cluster, C9H17Cl2FNO3 overall in a non-equilibrium geometry.

## Properties
Charge   +1
HOMO   -12.71 eV
DFT total energy   -1653.47007 a.u.

CARTESIAN COORDINATES (ANGSTROEM)
C: 0.26717 2.88366 1.28667
C: -2.52841 -1.81080 0.46822
H: -1.26302 -4.00407 -0.49374
C: 1.33579 1.70060 1.73929
H: -3.53652 -3.77989 -1.67312
H: -4.37014 -2.87292 0.54105
H: -0.55046 -3.10524 -1.81873
H: 2.00000 0.90955 -0.77461
O: 4.87929 2.88907 -0.65719
C: 3.94792 2.04240 -1.11959
Cl: 0.45705 4.42404 2.36518
H: -0.40175 4.14102 -0.58725
H: 1.45803 1.83020 2.91974
C: -2.58609 -3.64907 -2.19742
H: 0.49608 2.47638 -0.97202
H: -2.74732 -2.87308 -2.95268
H: -2.95193 -3.93852 0.70284
H: 2.94387 2.88593 1.11593
F: 3.68689 1.91285 -2.60007
O: -2.59823 -0.71751 1.02278
C: -1.47599 -3.24157 -1.24880
C: 2.96809 1.11124 -0.13442
C: 0.46411 3.40550 -0.25962
H: 3.39621 1.45135 1.86934
H: -3.41223 -2.91971 2.04628
H: 1.53925 3.91711 -0.29989
H: -0.86719 2.53306 1.37524
O: -1.76625 -1.97272 -0.63457
Cl: 0.63327 -0.03400 1.52891
H: 3.55985 0.08970 0.03629
C: -3.36205 -2.96269 0.95163
N: 2.72240 1.86516 1.15629
H: -2.33768 -4.58703 -2.70197

Atom charges from the natural (NBO) analysis, given in e for atoms 1 to 2: C -0.2183; C 0.8029

***

DFT (wB97M-V/def2-TZVPD) results for C9H17ClNaO3P as an isolated structure in a non-equilibrium geometry.

## Properties
HOMO   -6.25 eV
DFT total energy   -1542.57140 a.u.

CARTESIAN COORDINATES (ANGSTROEM)
H: 0.69967 1.10032 0.79807
C: -0.21989 -0.70474 2.10071
H: -2.83888 2.01194 -2.30720
H: -1.24855 1.37653 -1.89172
H: -2.71398 0.77246 -1.06487
Cl: 2.92490 3.19152 0.18308
H: -0.47476 -2.79818 -1.41079
H: 0.41419 0.82737 3.43337
H: 1.56954 -0.51046 3.20222
H: -0.89717 0.00005 1.61988
O: -3.06278 0.16247 -4.06713
C: -2.47442 0.01453 -3.02883
C: 0.87045 0.14899 2.70660
C: 0.28390 -1.73133 1.08260
H: -0.21529 -0.21536 -0.29258
C: -2.30447 1.13225 -2.00245
P: 1.97604 2.54434 2.00086
H: 2.80130 2.31798 3.94481
H: 1.07761 -2.17918 -2.04001
C: 0.14676 -1.93097 -1.55880
H: 1.27851 -2.05432 1.35742
H: -0.39314 -2.57457 1.09367
C: 0.41129 -1.10273 -0.29413
H: 1.43143 -0.75663 -0.33710
H: -0.06686 -0.84235 -3.41910
H: -0.38356 0.03835 -1.96088
Na: -0.01583 1.79808 -0.29473
H: -0.81179 -1.20618 2.85638
O: -1.93703 -1.14083 -2.59365
C: -0.53463 -0.90988 -2.44084
O: 3.21279 2.27764 3.08178
C: 1.49464 0.94291 1.54336

Atom charges from the natural (NBO) analysis, given in e for atoms 1 to 2: H 0.0327; C -0.3582

***

DFT (wB97M-V/def2-TZVPD) results for a 2-piece molecular cluster, C9H17F3O6SSi overall.

## Properties
Energy above the lowest of the compared OMol25 structures with the same formula, charge and spin   0.0 kJ/mol
HOMO   -10.64 eV
DFT total energy   -1791.87745 a.u.
SMILES   C[Si](C)(C)[C@@H]1COS(=O)(=O)O1.CCOC(=O)C(F)(F)F

CARTESIAN COORDINATES (ANGSTROEM)
H: 4.22185 -2.34903 1.83170
C: -2.49348 3.56816 -4.16825
O: -2.22038 2.28877 -2.11127
F: -2.22885 3.71848 1.05789
O: 2.46856 -5.66724 -0.05854
C: 1.89892 0.44885 2.18089
C: -2.74778 3.00960 -1.13625
F: -2.18893 1.59314 0.66154
C: 3.48079 -2.43419 1.03887
C: 0.07374 -0.95014 0.14385
S: 2.43479 -4.26885 -0.29337
H: -3.97775 2.31109 -3.21376
O: -3.72484 3.69497 -1.17982
H: 1.65633 1.20104 1.42887
H: -2.60500 1.42907 -3.89371
H: -0.80062 -1.59336 0.08484
H: -2.95870 3.54778 -5.15306
H: -0.24388 -2.53939 3.47768
H: 1.56384 0.83242 3.14516
F: -0.61103 2.86755 -0.09194
H: -1.41120 3.59594 -4.29504
H: 3.54398 -1.57863 0.36581
O: 3.77308 -3.63059 0.30970
H: 0.77187 -1.18829 -0.65952
H: -0.22349 0.09287 0.04563
H: -1.29005 -1.25314 2.82931
C: -1.92463 2.80312 0.15092
C: 2.10622 -2.65552 1.64322
C: -2.90267 2.34202 -3.38372
Si: 0.93960 -1.13003 1.79649
O: 1.42917 -3.55724 0.69127
H: 2.98203 0.33620 2.21603
H: 2.15469 -3.22888 2.56957
H: -0.06538 -0.87324 4.05294
H: -2.80371 4.48061 -3.66042
O: 2.21087 -3.77247 -1.60708
C: -0.28796 -1.49144 3.18358

Atom charges from the natural (NBO) analysis, given in e for atoms 1 to 2: H 0.2144; C -0.6383

***

DFT (wB97M-V/def2-TZVPD) results for a 2-piece molecular cluster, C9H17FN2Si overall in a non-equilibrium geometry.

## Properties
HOMO   -9.15 eV
DFT total energy   -852.06709 a.u.
SMILES   CCN[Si@@H](F)CN.c1ccccc1

CARTESIAN COORDINATES (ANGSTROEM)
C: -0.52533 -0.49551 -3.93365
H: 1.20959 -1.57290 -0.31794
H: 0.35315 2.32447 -5.59447
H: -1.01402 0.13841 1.49365
H: 0.40982 1.53291 -1.38547
H: -0.89753 -1.49645 -4.11714
H: -1.09436 -0.73430 4.56940
C: -0.30645 0.36991 -4.99855
H: -1.08856 -2.43057 1.36795
H: 1.44890 -2.41445 1.28372
H: 0.93035 -1.15293 3.56228
C: 0.74127 -1.81678 0.66485
H: -0.54235 -3.35709 0.08808
H: 1.08055 1.03951 4.83015
H: -0.44355 -0.75277 -1.80253
F: 1.23804 1.13769 0.75539
C: -0.26836 -0.07763 -2.63320
C: 0.21215 1.20597 -2.39776
Si: 0.43749 -0.11790 1.51894
C: 0.43862 2.06826 -3.46398
H: -1.75582 0.69528 3.71117
C: 0.17833 1.65130 -4.76383
H: -1.24517 0.91003 5.41188
N: -0.59105 -2.42759 0.48495
C: 0.41185 0.80976 3.97780
H: 0.28958 1.72344 3.35003
H: -0.51298 0.04604 -6.01147
H: 0.81795 3.06652 -3.28149
C: -1.01875 0.36552 4.47572
N: 1.10665 -0.23817 3.15552

Atom charges from the natural (NBO) analysis, given in e for atoms 1 to 2: C -0.2137; H 0.2265

***

DFT (wB97M-V/def2-TZVPD) results for C9H17MoNOP as an isolated structure in a non-equilibrium geometry.

## Properties
2S+1   3
⟨S²⟩   2.1443
Charge   +1
HOMO (spin up / spin down)   -11.10 / -12.06 eV
DFT total energy   -892.24687 a.u.

CARTESIAN COORDINATES (ANGSTROEM)
H: 2.30171 -0.80103 2.15379
C: -2.14907 -1.25363 5.13223
H: -0.17819 0.72213 4.80715
C: -1.11177 1.77190 -2.13429
C: -0.01618 1.68018 -2.99943
H: -2.24381 1.00275 -0.45409
C: -3.21749 -1.44310 2.89430
C: 1.37148 -0.21044 -1.96813
H: -1.26598 -1.83259 5.44624
C: 0.01543 0.33257 3.80514
H: -0.04267 2.29319 -3.91130
H: 0.75081 -0.49905 3.82004
H: 0.55632 1.10637 3.24390
C: -1.25307 -0.08765 3.10882
P: 1.72435 -1.16676 0.89595
O: -1.45578 0.22337 1.91548
H: -2.80998 -2.11281 2.11920
H: -3.71424 -0.60598 2.38582
C: 1.11241 0.84808 -2.89375
H: 1.27592 -2.45138 1.32133
H: -3.03171 -1.84231 5.43895
Mo: 0.61070 0.75053 -0.43686
H: -3.97853 -2.00114 3.46610
H: 1.83204 0.95639 -3.72467
H: 2.93602 -1.70329 0.35664
C: -1.27501 1.01699 -0.95628
H: -2.16031 -0.33963 5.74611
N: -2.14410 -0.94594 3.71946
H: 2.16410 -0.89003 -2.20824
H: -1.92585 2.44548 -2.44716

Atom charges from the natural (NBO) analysis, given in e for atoms 1 to 2: H 0.0435; C -0.4179

***

DFT (wB97M-V/def2-TZVPD) results for C9H17N2 as an isolated structure in a non-equilibrium geometry.

## Properties
Energy above the lowest of the compared OMol25 structures with the same formula, charge and spin   412.7 kJ/mol
Charge   +1
HOMO   -13.04 eV
DFT total energy   -462.26592 a.u.

CARTESIAN COORDINATES (ANGSTROEM)
C: 2.00770 1.25058 1.22688
N: -0.83754 1.01489 -0.67295
H: 1.46035 1.64180 -1.96922
C: 1.83374 1.79361 -1.01696
H: 1.20916 -3.25770 -0.83405
H: 2.55548 0.09039 -0.51445
C: -1.92774 0.53563 -0.30841
C: -1.99962 -0.68100 0.55807
H: -1.60292 -0.35939 1.46776
H: 3.07953 1.53821 1.38259
H: -1.09608 -2.56409 0.83661
H: 1.66616 0.60771 2.03399
H: 1.39510 2.09443 1.34428
H: 1.21483 2.58368 -0.65145
N: 1.73641 0.62952 -0.11164
C: 1.38348 -2.57628 -0.08859
H: -3.02998 -1.02108 0.69787
C: -1.16515 -1.91141 0.07410
C: -3.21596 1.26921 -0.48075
H: -3.07069 1.92276 -1.31870
H: -3.97916 0.48692 -0.55829
C: 0.59425 -0.13848 -0.23189
H: -1.62199 -2.48739 -0.76706
H: 1.27931 -3.20391 0.79307
H: -3.32216 1.98289 0.32528
C: 0.33921 -1.43527 -0.15002
H: 2.74883 2.33606 -1.03679
H: 2.36545 -2.14229 -0.02928

Atom charges from the natural (NBO) analysis, given in e for atoms 1 to 2: C -0.4138; N -0.4087

***

DFT (wB97M-V/def2-TZVPD) results for an isolated ion of composition C9H17N2 and charge +1 in a non-equilibrium geometry.

## Properties
Energy above the lowest of the compared OMol25 structures with the same formula, charge and spin   482.4 kJ/mol
Charge   +1
HOMO   -13.29 eV
DFT total energy   -462.23939 a.u.

CARTESIAN COORDINATES (ANGSTROEM)
C: 1.54007 -1.30708 1.18941
C: 1.16383 1.92496 0.33945
C: -4.01118 0.54785 -0.48496
H: -4.57779 -0.32382 -0.75945
C: -3.00660 0.23454 0.57756
H: 3.71852 1.61802 -0.35051
H: 2.18126 -0.91315 -1.63648
H: 3.63522 -0.04882 -0.97768
H: -4.73652 1.26572 -0.32054
H: 3.62374 0.18984 0.68434
H: 0.71803 -0.40904 -2.00813
H: 1.31792 -2.37115 1.03140
H: -3.44960 0.87808 -1.36291
C: -0.45849 -0.21688 0.15080
C: -1.72758 -0.45223 0.17826
H: -2.71966 1.20491 1.12740
H: 0.98232 -0.92070 2.14685
H: -1.88549 -1.51124 0.00401
H: -0.32117 2.81048 1.25561
H: 1.74994 2.83463 0.15962
C: 1.15442 -1.06231 -1.31035
N: 1.75268 0.80895 -0.10648
H: 0.80589 -2.03088 -1.40398
C: 3.28368 0.63143 -0.17938
C: 0.88340 -0.47981 -0.01722
H: 2.54945 -1.19524 1.31271
N: 0.06367 1.91190 0.95009
H: -3.33434 -0.45602 1.43323

Atom charges from the natural (NBO) analysis, given in e for atoms 1 to 2: C -0.5779; C 0.3261

***

DFT (wB97M-V/def2-TZVPD) results for a 2-piece molecular cluster, C9H17N2O2 overall in a non-equilibrium geometry.

## Properties
Energy above the lowest of the compared OMol25 structures with the same formula, charge and spin   279.2 kJ/mol
Charge   +1
HOMO   -12.63 eV
DFT total energy   -612.78676 a.u.

CARTESIAN COORDINATES (ANGSTROEM)
H: -3.36909 -1.93085 -1.11452
C: 4.93140 -0.87263 0.17305
H: 1.08175 3.54115 0.05785
H: 0.69512 0.72713 -2.01809
C: 0.13458 1.88241 0.88185
H: 5.07995 0.17448 -0.16762
H: 5.32873 -1.51948 -0.70871
C: -2.48963 -1.59387 0.94724
H: -0.69422 1.47951 -2.11310
H: -2.08776 0.04929 -1.82417
H: -0.40309 -0.77912 -0.40311
H: 0.72903 2.41380 -1.69152
C: -2.31149 0.07618 -0.83663
H: -4.19245 -0.69939 -0.38713
C: 0.17137 1.54222 -1.53802
O: 0.82356 3.07080 0.93727
H: 5.58494 -0.96456 0.99912
H: -1.80881 -2.55424 0.79843
H: -3.16741 -1.69977 1.77590
C: -0.14334 1.13843 -0.21738
H: -2.85252 0.88772 -0.39964
C: 2.38238 -1.21645 -0.00431
H: -0.05079 1.69384 1.92215
N: 3.53079 -0.99097 0.18100
C: -1.45693 -0.52274 1.30525
O: 1.23705 -1.46882 -0.00863
H: -1.96998 0.32654 1.90344
C: -3.17257 -1.17819 -0.32248
N: -1.06185 -0.05939 0.00766
H: -0.47875 -0.95304 1.86485

Atom charges from the natural (NBO) analysis, given in e for atoms 1 to 2: H 0.2450; C -0.4285